Record 1
ORCA calculation (ωB97M-V with the def2-TZVPD basis set) on a cluster of 2 separate species, C5H11N in total in a non-equilibrium geometry.

Results
Relative energy (zero: lowest compared OMol25 entry of this formula, charge and spin): 286.5 kJ/mol
Total energy: -251.7534 Ha
SMILES string: C=CC.C=CN
2S+1: 1

Last column: Löwdin charge in e.
CARTESIAN COORDINATES (ANGSTROEM)
1 H -0.540 1.750 -1.031  0.047
2 C 0.396 2.229 -1.333  -0.037
3 H -0.302 -0.872 2.660  0.035
4 C -0.757 -1.994 0.937  -0.228
5 N 2.737 2.793 -1.327  -0.007
6 H -1.522 -4.039 0.688  0.062
7 H 0.326 -2.074 0.545  0.117
8 H -2.168 -0.878 2.236  0.102
9 H -2.823 -2.862 0.390  0.057
10 H 0.049 2.841 -2.097  0.021
11 H 2.640 3.268 -2.213  0.063
12 H 1.759 1.701 0.247  0.111
13 H 3.125 3.541 -0.722  0.082
14 C -1.772 -3.032 0.398  -0.129
15 C 1.577 2.164 -0.756  -0.281
16 C -1.081 -1.309 2.034  -0.062
17 H -1.644 -3.224 -0.656  0.047

---

Record 2
ORCA calculation (ωB97M-V with the def2-TZVPD basis set) on a cluster of 3 separate species, C13H31NO2 in total in a non-equilibrium geometry.

Results
Charge: -1
Total energy: -718.9925 Ha
2S+1: 2

Last column: Löwdin charge in e.
CARTESIAN COORDINATES (ANGSTROEM)
1 C 6.399 -3.599 0.218  -0.219
2 C -5.829 3.274 1.164  -0.238
3 H 6.061 -3.196 1.173  0.110
4 C -7.371 3.956 -0.815  -0.271
5 H -2.783 1.751 0.378  0.057
6 C -4.566 2.990 0.247  -0.218
7 H -9.284 4.879 -0.449  0.065
8 H -3.073 2.484 1.828  0.062
9 H -4.140 1.116 1.363  0.073
10 H 6.159 -4.662 0.267  0.095
11 C 7.976 -3.778 -0.003  -0.235
12 C 0.477 -1.518 0.554  -0.035
13 H 4.219 -1.787 -2.661  0.071
14 O -1.679 -0.784 1.146  -0.197
15 H -8.058 5.983 -1.117  0.070
16 O -1.225 -0.986 -0.987  -0.195
17 C 5.828 -2.734 -0.893  -0.232
18 C 3.953 -1.331 -1.708  -0.128
19 C -6.831 4.220 0.604  -0.280
20 H -6.429 5.233 0.615  0.108
21 H 7.913 -5.668 1.179  0.063
22 H 6.509 -1.883 -0.936  0.109
23 H -7.842 2.976 -0.748  0.105
24 H 0.986 -0.703 1.068  0.043
25 H 4.339 -1.850 0.334  0.099
26 C -3.627 2.013 1.016  -0.115
27 H 4.452 -0.367 -1.615  0.077
28 H 0.370 -2.339 1.263  0.049
29 H -6.410 2.362 1.305  0.105
30 H 8.398 -2.775 -0.050  0.091
31 H 1.006 -1.743 -0.372  0.036
32 H -8.990 4.727 -2.071  0.062
33 H -6.565 3.803 -1.533  0.098
34 H -4.918 2.534 -0.678  0.092
35 C 4.351 -2.304 -0.657  -0.287
36 H 3.610 -3.084 -0.480  0.112
37 C -8.455 4.968 -1.152  -0.128
38 H 5.808 -3.278 -1.837  0.109
39 H 8.561 -4.340 2.109  0.061
40 N -0.973 -1.089 0.192  -0.640
41 H 8.288 -4.307 -0.903  0.096
42 H -5.757 3.668 2.178  0.107
43 C 8.505 -4.756 1.103  -0.129
44 H -7.703 4.153 1.255  0.106
45 H 9.536 -4.984 0.831  0.055
46 H -4.072 3.917 -0.045  0.097
47 H 2.877 -1.163 -1.679  0.063